Entry 1:
Density functional theory data (ωB97M-V/def2-TZVPD) for the molecule C4H9NO.

The geometry in ORCA input format:
```
! wB97M-V def2-TZVPD RIJCOSX def2/J DEFGRID3
* xyz 0 1
C -0.5914 -0.1881 -2.3557
C -0.1032 -0.7710 -1.0383
C -0.1869 0.2310 0.1052
O -0.8316 1.2641 0.0375
N 0.5302 -0.1218 1.2113
C 0.5415 0.6801 2.4130
H 0.0067 0.6813 -2.6426
H -0.5253 -0.9324 -3.1553
H -1.6276 0.1449 -2.2663
H -0.7024 -1.6492 -0.7643
H 0.9334 -1.1188 -1.1251
H 0.9620 -1.0311 1.2292
H 1.5561 0.7425 2.8140
H 0.1954 1.6785 2.1458
H -0.1258 0.2745 3.1828
*
```

The relative energy (zero: lowest compared OMol25 entry of this formula, charge and spin) comes out at 25.9 kJ/mol. The HOMO-LUMO gap is 10.50 eV. The value obtained for the lowest unoccupied orbital energy is 0.89 eV.

=====

Entry 2:
Density functional theory data (ωB97M-V/def2-TZVPD) for a structure of composition C5H10N.

The geometry in ORCA input format:
```
! wB97M-V def2-TZVPD RIJCOSX def2/J DEFGRID3
* xyz 1 1
C -1.0068 1.0962 0.5276
C -0.8918 -1.3459 0.1634
C -1.7143 -0.2362 -0.0909
C -0.0759 0.7948 -0.5738
C 2.2203 -0.0537 -0.0297
N -0.4863 -0.4839 -0.9942
H -1.6697 1.9320 0.3334
H -0.9252 0.8438 1.6899
H -0.3282 -1.2813 1.0000
H -1.2577 -2.3872 -0.0756
H -2.7322 -0.2784 -0.5899
H 0.1846 1.5403 -1.3438
H 3.0064 0.3878 -0.5297
H 2.4652 -0.1100 1.1356
H 1.4087 0.6241 -0.2033
H 1.8028 -1.0423 -0.4189
*
```

The relative energy (zero: lowest compared OMol25 entry of this formula, charge and spin) comes out at 509.6 kJ/mol. The HOMO-LUMO gap is 9.81 eV. The value obtained for the lowest unoccupied orbital energy is -5.81 eV.

=====

Entry 3:
Density functional theory data (ωB97M-V/def2-TZVPD) for a cluster of 2 separate species, C4H5BrO in total.

The geometry in ORCA input format:
```
! wB97M-V def2-TZVPD RIJCOSX def2/J DEFGRID3
* xyz 0 1
C -0.2383 -0.2906 -1.0960
C -0.6035 0.2275 -2.2141
C -1.3250 0.8132 -1.0239
C 1.4477 -0.3857 2.0679
O 1.4007 -0.9871 3.1837
Br -0.5759 0.4405 -4.0268
H -2.3283 0.6418 -0.8962
H -1.0968 1.7898 -0.6512
H 2.1356 0.4657 2.2366
H 0.4464 -1.0569 -0.7833
H 0.7375 -1.6583 3.2033
*
```

The relative energy (zero: lowest compared OMol25 entry of this formula, charge and spin) comes out at 511.9 kJ/mol. The HOMO-LUMO gap is 9.49 eV. The value obtained for the lowest unoccupied orbital energy is 0.73 eV.